DFT (ωB97M-V/def2-TZVPD) results for C54H43BrN9O6PTl as an isolated structure.

Summary:
net charge: -1
electronic energy: -166421.4472 eV
HOMO energy: -3.632 eV
orbital gap: 5.2 eV

The geometry in XYZ format:
```
115
Properties=species:S:1:pos:R:3:forces:R:3
Tl -0.123475 -0.845956 0.541150 0.16 0.03 -0.08
C -4.992455 1.751368 -3.852501 0.00 0.00 0.01
C -3.605928 1.828885 -3.810464 -0.05 0.00 -0.03
C -2.942038 1.663096 -2.607014 0.02 0.01 0.02
C -3.646922 1.434217 -1.424441 0.11 -0.04 -0.09
C -5.034341 1.356852 -1.477638 -0.03 0.04 0.02
C -5.702879 1.515594 -2.685355 0.01 0.01 0.01
P -2.628302 1.197971 0.082698 -0.20 0.14 -0.03
C -3.877420 0.504872 1.243108 0.09 0.00 0.03
C -4.239453 -0.822256 0.992949 0.00 -0.03 -0.07
C -5.115003 -1.487979 1.838892 -0.01 0.03 -0.01
C -5.638389 -0.846998 2.953430 0.01 0.03 0.00
C -5.273110 0.465555 3.216133 -0.02 -0.02 0.04
C -4.398200 1.134293 2.369926 0.06 0.02 0.05
C -2.430400 2.944421 0.644413 -0.01 -0.08 0.07
C -3.540364 3.749247 0.900620 0.00 -0.01 0.03
C -3.398309 5.006011 1.465147 0.03 0.00 0.00
C -2.129850 5.468283 1.779201 0.00 -0.02 -0.02
C -1.002462 4.716509 1.459392 0.04 -0.01 0.08
C 0.341928 5.249087 1.714928 -0.02 -0.03 0.03
C 1.444639 4.545179 1.469607 0.01 0.02 -0.04
C 1.431646 3.155659 0.925173 0.08 -0.09 0.04
C 0.086445 2.795947 0.257805 -0.01 0.05 -0.11
C -1.144641 3.456893 0.860771 0.02 0.04 -0.04
H -5.515992 1.865081 -4.793685 0.00 0.00 0.00
H -3.043147 1.999129 -4.720203 0.02 0.00 0.01
H -1.857760 1.702804 -2.576975 -0.06 -0.03 -0.03
H -5.600889 1.160938 -0.574986 0.01 -0.01 0.00
H -6.783887 1.449669 -2.713053 0.00 -0.01 0.00
H -3.809299 -1.331527 0.134907 0.00 -0.02 0.04
H -5.379946 -2.516845 1.627572 0.01 0.00 -0.01
H -6.319239 -1.366705 3.616682 0.00 0.00 0.00
H -5.669689 0.976331 4.086426 0.01 -0.01 -0.01
H -4.117822 2.152661 2.604130 0.02 -0.04 0.02
H -4.528703 3.376115 0.656425 0.01 0.01 0.01
H -4.269858 5.618834 1.659005 0.01 0.00 0.00
H -1.998145 6.443034 2.235959 -0.01 0.00 -0.01
H 0.405298 6.246006 2.139016 0.00 0.00 0.00
H 2.412846 4.964350 1.716572 0.01 0.04 -0.03
H 2.213786 3.077901 0.159927 0.04 -0.03 0.03
O 0.007851 6.818746 -4.381719 -0.04 0.01 -0.03
C -0.524507 6.278848 -3.253480 0.01 0.00 0.00
O -1.258844 6.938551 -2.574824 0.00 0.02 0.02
C -0.118883 4.877157 -2.941892 -0.01 -0.03 -0.02
C -0.232872 4.444005 -1.626514 -0.02 0.05 -0.02
C 0.137592 3.167815 -1.221723 0.10 0.00 0.02
C 0.636603 2.292593 -2.204460 -0.07 0.23 0.06
C 0.707667 2.711431 -3.536035 -0.01 -0.07 -0.05
C 0.342922 3.990537 -3.906782 0.00 0.03 0.00
N 0.978219 0.956377 -1.930261 0.00 -0.12 0.06
C 2.126157 0.574133 -2.304978 0.10 0.08 0.07
C 2.570377 -0.833957 -2.336943 0.03 -0.09 0.04
C 3.834473 -1.125939 -2.835363 0.01 0.04 0.02
C 4.225351 -2.452594 -2.921119 0.01 -0.02 -0.01
C 3.344254 -3.436416 -2.506785 0.02 0.04 -0.02
C 2.101663 -3.048102 -2.018395 -0.02 -0.02 0.01
N 1.724286 -1.780975 -1.939236 -0.17 0.08 0.20
H 0.642194 6.203253 -4.765641 0.03 -0.01 0.01
H -0.627123 5.146323 -0.903913 0.01 -0.02 -0.05
H -0.012590 1.715952 0.324840 0.02 0.01 -0.04
H 0.999106 1.991110 -4.290720 0.03 0.00 0.04
H 0.381181 4.255442 -4.958104 -0.01 0.00 0.00
H 2.870435 1.297228 -2.659278 -0.04 -0.02 -0.09
H 4.491269 -0.323456 -3.145274 0.02 -0.01 0.00
H 5.201848 -2.712420 -3.308995 0.01 0.00 0.01
H 3.604478 -4.484429 -2.562128 -0.01 -0.01 0.00
H 1.367961 -3.779497 -1.691161 0.02 0.02 0.04
N 2.904215 -7.064574 4.779323 0.00 0.00 -0.01
C 2.402502 -6.143254 4.311409 0.02 0.00 0.00
C 1.760062 -4.988566 3.737660 -0.05 0.03 -0.02
C 2.196258 -3.708302 4.062580 0.06 0.00 -0.02
C 1.519964 -2.633072 3.509851 0.00 -0.02 -0.01
N 0.475949 -2.780590 2.696466 -0.03 -0.03 0.10
C 0.086620 -4.008577 2.352949 -0.01 0.03 -0.04
C 0.696084 -5.147395 2.856676 0.05 -0.04 -0.02
H 3.041582 -3.556887 4.718785 -0.01 0.00 0.00
H 1.828292 -1.610874 3.707869 -0.01 -0.01 0.02
H -0.719597 -4.065539 1.625527 0.00 -0.01 0.01
H 0.360717 -6.132318 2.563967 -0.02 0.01 0.01
N -1.439095 1.500150 4.822307 0.02 0.03 0.06
C -1.340524 0.455859 3.935442 0.01 0.06 -0.08
N -1.423328 -0.797792 4.467392 -0.09 -0.04 0.03
O -1.180573 0.646030 2.741923 0.06 0.07 -0.10
H -1.906125 1.363470 5.701478 -0.03 -0.01 -0.02
H -1.551382 2.401873 4.387935 -0.01 -0.02 -0.02
H -1.278584 -0.942480 5.450059 0.05 0.00 0.01
H -1.144408 -1.537384 3.840252 0.03 -0.02 0.00
N 5.667317 3.671704 3.333325 -0.02 0.03 0.04
C 5.590338 2.358613 2.962346 0.02 0.02 -0.01
O 6.532802 1.603273 3.130002 0.00 0.00 -0.02
C 4.295660 1.950532 2.328534 -0.03 0.03 -0.05
C 3.124375 2.507815 2.720518 -0.05 -0.03 0.08
C 1.839424 2.116961 2.038979 -0.14 0.08 -0.10
N 1.889158 0.776883 1.466915 -0.15 -0.23 0.14
C 3.072821 0.320737 1.102894 0.04 0.06 -0.05
C 4.309513 0.885316 1.380251 -0.02 0.04 -0.10
H 6.499829 3.993956 3.792048 0.01 -0.03 0.00
H 4.912412 4.304345 3.147592 0.00 -0.01 -0.03
H 3.078095 3.207675 3.548661 0.02 -0.06 0.04
H 1.015804 2.144589 2.763080 -0.04 0.02 0.02
H 3.054427 -0.642183 0.583783 -0.01 -0.02 -0.04
H 5.235038 0.410594 1.092699 -0.01 -0.03 0.03
Br 0.232432 -0.509515 -6.007279 0.03 0.01 0.02
C -0.238393 -1.992834 -4.913561 -0.02 0.02 0.07
C -0.039460 -3.276853 -5.392318 0.01 -0.09 0.02
N -0.351758 -4.353034 -4.675807 0.03 0.00 -0.06
C -0.853130 -4.161446 -3.454834 0.00 0.07 0.04
C -1.087875 -2.909804 -2.901242 0.01 -0.05 -0.02
C -0.774943 -1.790916 -3.658330 -0.20 0.03 -0.15
C -1.608762 -2.721397 -1.480628 0.07 -0.02 -0.07
O -1.241514 -3.570190 -0.635625 -0.04 -0.05 -0.04
O -2.290251 -1.688514 -1.304292 0.03 -0.09 0.07
H 0.379000 -3.442605 -6.378531 0.00 0.02 0.00
H -1.084953 -5.049009 -2.877846 0.01 0.01 0.03
H -0.965549 -0.802662 -3.258418 0.04 -0.02 0.03
```
Forces are in eV/Å.


DFT (ωB97M-V/def2-TZVPD) results for one molecule with the formula C4H8N4 in a non-equilibrium geometry.

Summary:
energy above the lowest of the compared OMol25 structures with the same formula, charge and spin: 6.510 eV
SMILES: [H]/N=C1\CCN(N)C=N1
electronic energy: -10231.7320 eV
HOMO energy: -9.111 eV
orbital gap: 8.8 eV

The geometry in XYZ format:
```
16
Properties=species:S:1:pos:R:3:forces:R:3
H 0.371469 -2.883913 2.095047 0.19 -2.09 -0.59
N 0.464262 -2.039900 2.591311 -1.75 5.95 -5.65
C 0.193444 -1.120182 1.480977 1.42 -4.83 1.37
C 0.071771 -1.400439 -0.210881 -1.78 -1.86 1.91
C -0.110586 -0.013679 -0.966898 -1.35 -3.60 -4.54
N 0.471749 1.103032 -0.468678 -0.92 4.91 3.75
N -0.294717 2.246475 -1.123408 -2.17 -2.58 3.85
C 0.312688 1.223059 0.988440 -1.15 -0.06 -0.37
N 0.137279 0.176399 1.756273 0.77 5.01 0.52
H 1.040423 -1.921917 -0.547551 -1.67 0.70 0.51
H -0.969747 -2.215210 -0.367436 3.44 2.70 0.21
H 0.484057 -0.039412 -1.987767 -1.86 -1.00 1.26
H -1.271588 0.362796 -1.305552 2.32 -2.52 1.14
H 0.174612 2.385234 -1.942369 1.20 0.47 -2.97
H -1.297296 1.723381 -1.315331 2.97 2.37 0.18
H 0.222180 2.414274 1.323822 0.34 -3.57 -0.59
```
Forces are in eV/Å.


DFT (ωB97M-V/def2-TZVPD) results for one molecule with the formula C18H19FN2O2S.

Summary:
energy above the lowest of the compared OMol25 structures with the same formula, charge and spin: 0.054 eV
SMILES: CCOC(=O)c1ccc(NC(=S)NCCc2ccccc2F)cc1
electronic energy: -39603.6100 eV
HOMO energy: -8.225 eV
orbital gap: 8.5 eV

The geometry in XYZ format:
```
43
Properties=species:S:1:pos:R:3:forces:R:3
C -0.145087 5.463490 -3.714481 -0.07 -0.15 0.38
C -0.858496 5.433901 -2.370190 -0.31 0.22 -0.47
O -0.224866 4.534666 -1.461756 0.24 -0.10 0.23
C -0.544195 3.237289 -1.574245 -0.24 -0.06 -0.18
O -1.344288 2.811219 -2.373568 0.10 0.08 0.04
C 0.181070 2.391290 -0.601658 0.14 -0.20 0.15
C 1.069636 2.920180 0.333786 -0.12 -0.08 -0.20
C 1.711261 2.090395 1.225574 0.02 -0.20 0.10
C 1.481329 0.710022 1.213747 -0.40 0.32 -0.36
N 2.161732 -0.072921 2.135077 0.23 0.15 0.06
C 1.855233 -1.284948 2.689762 -0.11 0.00 0.26
S 3.027523 -2.052768 3.565554 0.53 -0.32 0.27
N 0.600111 -1.750625 2.574173 0.01 0.49 -0.38
C 0.198339 -3.061372 3.017204 0.06 -0.48 0.06
C 0.326943 -4.110458 1.899195 0.04 0.19 0.16
C -0.508918 -3.740847 0.707565 0.26 -0.02 -0.14
C -1.898329 -3.772330 0.758024 0.06 0.05 -0.15
C -2.665654 -3.382622 -0.324848 -0.16 0.00 0.04
C -2.057331 -2.950475 -1.492083 0.02 -0.01 0.02
C -0.677445 -2.917910 -1.576840 0.18 0.00 0.05
C 0.069737 -3.311760 -0.481105 -0.20 -0.07 0.05
F 1.418775 -3.266564 -0.579420 -0.12 0.02 0.03
C 0.622536 0.179485 0.247203 0.14 -0.05 0.12
C -0.020783 1.013483 -0.641129 -0.05 0.37 -0.04
H -0.211822 4.488017 -4.189870 -0.01 -0.03 -0.07
H -0.612657 6.202282 -4.358957 -0.03 0.09 -0.09
H 0.902941 5.720244 -3.579174 0.08 0.06 -0.03
H -0.815991 6.408696 -1.879551 -0.04 -0.14 -0.03
H -1.901398 5.127255 -2.503354 0.16 0.12 0.08
H 1.246784 3.983607 0.355549 0.03 0.08 0.02
H 2.399428 2.501762 1.949726 0.04 0.05 0.10
H 3.031912 0.308492 2.484494 -0.14 -0.23 -0.04
H -0.076425 -1.201589 2.066364 0.04 -0.01 0.05
H 0.846932 -3.344254 3.849911 -0.21 0.07 -0.06
H -0.835310 -3.000790 3.364989 0.05 0.01 0.00
H 0.005131 -5.074646 2.295871 0.03 -0.05 -0.01
H 1.376466 -4.186134 1.612506 -0.04 -0.06 0.08
H -2.379344 -4.114271 1.662788 -0.06 -0.04 0.12
H -3.742337 -3.416744 -0.258876 -0.10 0.00 0.00
H -2.653893 -2.642445 -2.336407 -0.05 0.03 -0.09
H -0.171887 -2.591174 -2.471859 0.07 0.03 -0.09
H 0.496990 -0.886330 0.150248 -0.01 -0.09 0.00
H -0.684353 0.608201 -1.389936 -0.05 -0.04 -0.06
```
Forces are in eV/Å.


DFT (ωB97M-V/def2-TZVPD) results for C27H35KN6O8 as an isolated structure in a non-equilibrium geometry.

Summary:
energy above the lowest of the compared OMol25 structures with the same formula, charge and spin: 2.126 eV
net charge: -2
electronic energy: -70215.7690 eV
HOMO energy: -3.131 eV
orbital gap: 7.1 eV

The geometry in XYZ format:
```
77
Properties=species:S:1:pos:R:3:forces:R:3
K -0.403332 -0.064461 -1.613402 -0.93 3.72 -0.93
O 2.365072 -2.800388 -0.894878 -0.27 0.15 0.05
C 1.426603 -2.051884 -0.572942 0.49 0.02 0.16
O 1.446987 -0.775545 -0.584223 1.53 -0.91 0.96
C 0.157997 -2.722447 0.017991 -0.07 0.21 -0.20
C -0.669225 -1.786273 0.919647 -0.06 -0.40 0.14
C -1.621485 -2.622107 1.796501 -0.08 0.05 -0.12
C -2.715945 -3.023461 0.766438 0.12 0.08 0.03
C -2.157942 -2.380237 -0.512697 0.02 -0.36 0.22
O -1.587592 -1.166251 0.001032 -0.78 -0.91 1.04
C -0.926892 -3.178205 -1.013755 0.11 0.26 -0.15
C -0.719672 -2.877119 -2.528764 -0.03 -0.28 -0.38
O -1.363722 -3.622822 -3.294600 0.18 0.20 0.22
O -0.006273 -1.881329 -2.841247 -0.06 -1.76 -0.88
H 0.527580 -3.580613 0.576211 -0.03 -0.11 0.05
H -0.097395 -1.039996 1.457731 0.01 0.12 -0.02
H -1.115139 -3.475215 2.251294 -0.01 -0.01 -0.01
H -2.037779 -1.999865 2.589598 -0.01 -0.01 0.02
H -2.850402 -4.099817 0.657858 0.02 -0.01 0.01
H -3.676914 -2.574215 1.020886 0.00 -0.01 0.01
H -2.896194 -2.174296 -1.283566 0.01 0.12 -0.01
H -1.121751 -4.244143 -0.955474 -0.03 -0.11 0.07
O -3.674573 4.601192 -1.931159 -0.01 -0.14 -0.03
C -3.310366 3.422058 -1.810539 -0.27 0.25 0.08
N -3.342153 2.663579 -0.730703 0.47 -0.31 0.02
C -4.202882 2.563059 0.263430 -0.29 0.15 -0.15
O -5.442056 2.628544 0.235911 0.13 0.01 0.01
C -3.585044 2.178897 1.602609 0.08 0.04 0.03
C -4.258923 1.258112 2.406229 -0.05 -0.04 0.02
C -3.735865 0.934850 3.641887 0.05 0.03 -0.02
C -2.558260 1.550482 4.051441 -0.01 -0.01 0.00
C -1.960713 2.451795 3.185405 -0.04 0.00 -0.11
N -2.451886 2.764577 1.985414 0.02 -0.08 0.07
C -2.669753 2.776165 -3.044710 -0.01 -0.08 0.05
C -2.639757 3.517630 -4.222094 0.07 0.03 -0.14
C -2.104424 2.951354 -5.366764 -0.04 0.01 0.08
C -1.619128 1.653808 -5.307792 -0.01 0.01 -0.04
C -1.691631 0.987860 -4.095266 -0.11 -0.02 0.02
N -2.196952 1.529684 -2.984194 -0.09 0.10 -0.21
H -5.179751 0.825917 2.036035 0.03 0.05 0.02
H -4.231534 0.217528 4.285185 -0.02 -0.03 -0.01
H -2.118598 1.334268 5.018359 0.03 0.00 -0.05
H -1.030910 2.945409 3.459023 -0.05 -0.01 -0.01
H -3.031697 4.524287 -4.196038 -0.02 -0.02 0.01
H -2.066730 3.511304 -6.294638 0.01 0.01 0.02
H -1.186466 1.166456 -6.173030 -0.02 0.00 0.04
H -1.333802 -0.038321 -4.008917 0.02 0.07 -0.12
C 2.208689 -1.609008 4.354481 -0.06 -0.02 0.01
C 2.767324 -0.626383 3.329258 0.07 -0.09 0.03
C 3.794840 0.293195 4.005823 -0.02 0.04 -0.03
C 3.425959 -1.394701 2.185689 -0.07 -0.03 0.03
N 1.615137 0.115745 2.810940 -0.03 -0.02 -0.07
N 1.840961 0.972148 1.705634 -0.01 -0.05 -0.11
H 3.015905 -2.176283 4.827196 -0.05 0.02 0.00
H 1.521614 -2.302549 3.863086 0.06 0.04 0.05
H 1.654188 -1.076856 5.136325 0.04 -0.05 -0.03
H 4.669571 -0.270128 4.346307 -0.05 0.04 -0.02
H 3.345243 0.794518 4.868876 0.04 -0.01 -0.01
H 4.141874 1.061345 3.308255 0.03 -0.04 0.05
H 4.160875 -2.098306 2.587809 -0.02 0.03 -0.03
H 3.939651 -0.722618 1.494899 -0.04 -0.06 0.00
H 2.681730 -1.948684 1.608550 0.15 0.03 0.07
H 1.180510 0.661773 3.542875 0.01 0.02 0.12
H 1.781393 0.394752 0.862221 -0.03 0.09 -0.02
H 2.767008 1.389193 1.740959 0.05 0.07 0.03
C 2.792635 -0.106745 -3.839817 0.18 0.04 0.05
N 3.433710 0.818953 -2.910873 -0.25 -0.03 0.12
C 4.247592 0.233645 -1.856234 -0.02 0.13 -0.20
C 3.186304 2.142113 -2.966546 -0.09 -0.06 -0.15
O 2.515930 2.727610 -3.805784 0.16 -0.19 0.14
H 3.574078 -0.659369 -4.371525 -0.10 -0.04 -0.05
H 2.206437 0.470677 -4.548524 0.01 0.04 -0.04
H 2.141792 -0.823444 -3.329465 0.11 0.09 0.13
H 5.123358 -0.259008 -2.293180 -0.01 0.01 0.02
H 3.668615 -0.496298 -1.294803 -0.12 -0.09 0.04
H 4.590677 1.024196 -1.185425 -0.02 -0.01 -0.02
H 3.673668 2.690705 -2.141710 0.05 -0.01 0.03
```
Forces are in eV/Å.